Computed, not measured: 21 unconnected molecules or ions with the total composition C26H94O21, with ωB97M-V/def2-TZVPD.

```
141
Properties=species:S:1:pos:R:3:forces:R:3
C -1.53619 0.01057 5.96652 -1.323 -0.446 -1.837
O -0.95487 0.13655 7.21229 0.606 -0.282 0.829
H -2.54998 0.40694 5.90964 0.037 0.921 0.093
H -0.93014 0.35569 5.12884 0.121 0.485 0.065
H -1.78769 -1.00196 5.65088 0.663 -0.692 0.744
H -0.44982 0.95223 7.24680 -0.141 -0.019 0.039
C 2.89558 2.16037 -5.12693 -1.273 0.101 0.081
O 2.31491 2.09911 -3.84675 1.212 0.070 1.289
H 3.11564 1.15451 -5.48462 0.202 0.053 -0.372
H 2.07890 2.62676 -5.67792 0.694 0.091 -1.215
H 3.79012 2.78222 -5.09221 -0.084 -0.036 -0.131
H 1.41034 1.78363 -3.90856 -0.603 -0.199 0.179
C -2.13150 -4.05393 -1.25573 1.002 0.048 -0.531
O -1.16655 -5.00508 -1.60191 0.576 -1.144 -0.876
H -1.57865 -3.11454 -1.26003 -0.716 0.549 0.627
H -2.78230 -4.03761 -2.12996 -0.666 0.078 0.536
H -2.56946 -4.35666 -0.30460 -0.519 0.542 -0.185
H -0.51817 -5.07531 -0.89744 0.324 -0.273 0.538
C -0.97341 -4.23982 3.49463 -0.569 1.593 0.360
O -0.31241 -5.45648 3.29874 0.183 -0.434 0.139
H -0.34332 -3.56195 4.07046 -0.041 0.140 0.100
H -1.18521 -3.70858 2.56670 0.169 -0.342 -0.312
H -1.92882 -4.33034 4.01142 -0.027 -0.285 0.099
H 0.26236 -5.54219 4.06287 0.149 -0.458 -0.139
C -6.09102 0.39262 2.75953 0.291 -1.152 -0.526
O -5.27471 0.20087 3.88317 -0.150 0.565 0.721
H -5.50303 0.18881 1.86464 0.200 0.688 -0.425
H -6.83122 -0.40474 2.69296 -0.677 0.144 0.270
H -6.56131 1.37587 2.74772 0.184 -0.099 0.089
H -4.65496 -0.50451 3.68335 0.335 -0.150 -0.214
C -1.07684 1.85360 -4.88551 -1.307 0.137 -0.187
O -0.35990 1.49409 -3.73629 1.037 0.369 -0.122
H -0.66663 2.66572 -5.48572 0.620 -0.075 0.338
H -1.23904 0.98913 -5.52933 0.012 0.016 -0.148
H -2.04190 2.21385 -4.52914 -0.416 0.070 -0.366
H -0.67242 0.60940 -3.53311 -0.103 -0.684 0.455
C -3.83129 -2.43616 1.55215 0.848 0.586 0.052
O -3.27922 -1.52483 2.53187 -1.821 -1.118 -0.105
H -4.82906 -2.80800 1.78521 0.139 0.185 0.621
H -3.91753 -1.94974 0.58052 0.113 0.087 -0.103
H -3.14573 -3.27516 1.43311 -0.186 -0.223 0.015
H -2.39771 -1.28317 2.23839 0.611 0.519 -0.091
C 1.75632 -6.04762 0.73442 0.025 1.015 0.560
O 0.39119 -5.63246 0.71413 0.188 -0.527 -1.500
H 2.26018 -5.27238 1.31168 0.641 -0.176 0.079
H 1.95467 -7.01606 1.19364 -0.384 -0.128 0.054
H 2.20199 -6.05153 -0.26029 -0.436 0.042 -0.116
H 0.07947 -5.52008 1.61513 0.102 -0.209 0.564
O -1.55639 -1.03891 -3.15146 0.681 0.664 -0.255
H -2.40695 -1.18063 -2.73590 -0.597 0.036 0.299
H -1.27831 -1.91068 -3.43239 0.495 -0.562 -0.351
O 4.79766 2.25714 -2.38051 0.744 0.250 -0.123
H 4.05988 2.29156 -2.98938 -0.663 -0.150 -0.175
H 4.82915 1.34469 -2.09295 -0.123 -0.529 0.259
O 0.97525 2.41455 4.48151 0.734 -0.602 0.238
H 0.90754 2.29895 5.42929 0.106 0.089 0.264
H 0.11966 2.75442 4.21947 -0.553 0.675 -0.244
O -0.84756 -3.81257 -4.09969 0.028 0.789 -0.596
H -1.76369 -3.86783 -4.37152 -0.196 -0.163 -0.271
H -0.81247 -4.29641 -3.27452 0.170 -0.666 0.818
C 4.93782 1.62264 3.55020 -0.769 0.713 0.307
C 4.41013 2.01607 2.17767 0.073 0.435 -0.725
O 4.85768 3.29925 1.71218 0.516 -0.952 1.464
H 4.58886 0.62567 3.81921 0.197 -0.173 -0.202
H 4.43145 2.27563 4.26105 0.181 0.189 0.237
H 6.00818 1.70904 3.73719 0.000 -0.041 -0.455
H 3.32051 2.03847 2.19548 -0.255 -0.139 0.344
H 4.64507 1.25227 1.43638 0.365 -0.226 -0.200
H 4.27352 3.56449 0.99803 -0.174 0.204 -0.619
C -3.98439 0.62020 -1.23942 -0.198 0.124 0.600
C -4.79959 -0.62391 -1.52885 -0.100 1.702 -0.569
O -3.89575 -1.59075 -1.98348 -0.308 -1.114 -0.084
H -4.65692 1.41893 -0.92663 0.107 0.073 0.206
H -3.45007 0.97732 -2.11980 -0.105 -0.213 -0.197
H -3.23026 0.43940 -0.47347 -0.072 0.036 0.210
H -5.46561 -0.33242 -2.34099 -0.325 -0.212 -0.162
H -5.42779 -0.99738 -0.72016 0.228 0.129 0.342
H -4.45384 -2.26426 -2.37911 0.331 -0.465 -0.168
C 1.65528 4.68161 -0.05433 -0.916 0.553 0.750
C 2.43535 4.02215 -1.13609 -0.395 -1.083 0.355
O 3.74997 3.92630 -0.66715 0.208 1.236 0.177
H 0.58750 4.53776 -0.21942 -0.095 0.119 0.041
H 1.84434 5.74977 0.05243 0.058 0.149 -0.470
H 1.89560 4.31965 0.94533 0.050 -0.556 -0.073
H 2.23448 4.48899 -2.10036 0.734 0.608 -0.188
H 2.09847 3.00359 -1.32884 -0.472 -0.263 0.234
H 4.23402 3.29992 -1.21024 0.535 -0.447 -0.556
C -1.85244 4.26226 -1.91210 0.565 0.483 0.046
C -2.42061 5.49549 -2.63752 0.734 -0.972 0.082
O -3.48536 6.06154 -1.93963 -0.624 0.694 0.344
H -1.52979 4.48300 -0.89462 -0.205 0.482 0.097
H -0.92683 3.94586 -2.39298 -0.163 -0.398 -0.293
H -2.54742 3.43096 -1.79356 -0.129 -0.051 -0.470
H -2.69103 5.25079 -3.66471 -0.247 -0.288 -0.161
H -1.65225 6.25851 -2.76207 0.030 0.079 0.389
H -4.22221 5.44679 -1.91247 0.011 -0.087 -0.038
C -2.78758 2.33677 2.46809 -1.016 0.572 -0.221
C -1.38249 2.90995 2.34263 -1.141 -1.406 0.542
O -1.22268 3.76481 3.47837 0.746 0.073 -0.331
H -2.90090 1.62270 3.28380 0.372 -0.233 -0.180
H -3.22835 1.92916 1.55832 0.319 -0.259 -0.073
H -3.46233 3.13590 2.77500 -0.085 0.285 -0.160
H -1.14623 3.34524 1.37165 -0.071 0.380 0.183
H -0.75490 2.02788 2.46986 0.645 0.411 0.006
H -1.43886 4.66553 3.22624 0.045 0.064 0.050
C 0.02479 0.30194 -0.35081 -0.721 0.091 0.260
C -0.60369 -0.87150 0.43216 1.563 0.367 -0.959
O -0.99541 -0.42650 1.69771 -1.230 0.126 0.346
H 0.15985 0.14749 -1.42133 0.140 -0.306 0.159
H 0.92762 0.71327 0.10066 0.240 -0.381 0.065
H -0.70602 1.10446 -0.25093 -0.153 0.221 -0.195
H 0.09834 -1.68854 0.59859 0.248 -0.256 -0.397
H -1.44206 -1.27140 -0.13821 -0.286 0.136 0.314
H -0.23589 -0.05013 2.14836 0.615 -0.150 0.391
C 2.76044 -2.37829 -0.81665 0.090 -0.448 0.107
C 3.80382 -1.32586 -0.47598 -0.867 0.699 1.302
O 4.17001 -0.54967 -1.57778 0.453 0.028 -1.097
H 3.18128 -3.11549 -1.50041 -0.055 0.055 -0.370
H 1.84826 -1.94735 -1.22934 0.234 0.208 -0.274
H 2.40933 -2.98468 0.01828 0.288 0.175 0.403
H 4.68647 -1.68033 0.05636 0.085 -0.576 -0.127
H 3.39407 -0.56971 0.19367 -0.321 -0.182 0.265
H 4.53697 -1.15486 -2.22640 0.112 0.071 -0.361
C 3.00809 -1.69930 2.91534 0.159 0.438 0.955
C 2.08166 -0.98094 3.90854 0.493 -2.031 -0.114
O 1.43939 -0.01567 3.20030 -0.989 2.103 -1.138
H 2.49197 -1.97401 1.99542 -0.251 -0.362 0.336
H 3.50637 -2.52360 3.42560 0.020 -0.267 -0.379
H 3.75946 -0.97773 2.59461 0.165 -0.030 0.096
H 2.61083 -0.57427 4.77034 0.343 0.022 -0.023
H 1.29297 -1.61696 4.31047 0.208 -0.738 0.244
H 1.45139 0.77621 3.74288 -0.413 0.954 -0.130
C 1.67837 -1.54602 -4.58463 0.094 -0.344 -0.079
C 2.92060 -2.16518 -5.18300 0.454 -0.577 0.013
O 2.72830 -2.14863 -6.58094 -0.609 0.428 -0.941
H 1.50669 -1.74654 -3.52708 0.485 0.072 0.081
H 0.86948 -2.07623 -5.08726 -0.296 0.552 -0.134
H 1.71018 -0.46930 -4.75129 -0.454 -0.095 -0.073
H 3.03599 -3.20297 -4.87031 0.002 -0.140 0.331
H 3.84870 -1.63874 -4.96032 0.073 0.214 0.372
H 3.38622 -2.62245 -7.09499 0.226 -0.064 0.445
```
Forces are in eV/Å.

Calculated values
**Multiplicity**: 1
**Largest force on an atom**: 0.0503 Eh/bohr
**Net charge**: 0
**Energy above the lowest of the compared OMol25 structures with the same formula, charge and spin**: 0.00 kJ/mol
**HOMO-LUMO gap**: 9.0112 eV
**E**: -71478.9412 eV
**E_LUMO**: -0.03 eV

These are the Mulliken partial charges, in e, on atoms 1 to 99: C -0.167; O -0.558; H 0.337; H -0.081; H 0.167; H 0.333; C -0.797; O 0.055; H 0.221; H 0.341; H 0.308; H 0.092; C -0.136; O -0.699; H -0.031; H 0.255; H 0.332; H 0.399; C 0.133; O -0.590; H 0.161; H -0.327; H 0.279; H 0.340; C -0.347; O -0.565; H -0.165; H 0.318; H 0.317; H 0.340; C -1.018; O 0.336; H 0.334; H 0.342; H 0.254; H -0.235; C -0.045; O -0.274; H 0.460; H -0.284; H -0.082; H 0.001; C -0.641; O -0.525; H 0.160; H 0.279; H 0.299; H 0.344; O -0.416; H 0.202; H 0.152; O -0.800; H 0.347; H 0.423; O -0.532; H 0.229; H 0.323; O -0.607; H 0.275; H 0.354; C -1.152; C 0.808; O -0.621; H 0.229; H 0.277; H 0.348; H -0.257; H 0.015; H 0.384; C -0.136; C -0.975; O -0.387; H 0.545; H 0.195; H -0.471; H 0.460; H 0.386; H 0.211; C -0.631; C 0.452; O -0.624; H -0.238; H 0.410; H 0.230; H 0.277; H -0.242; H 0.479; C 0.012; C -0.697; O -0.525; H 0.250; H -0.073; H -0.014; H 0.298; H 0.346; H 0.306; C -0.912; C 2.635; O -0.623